ORCA calculation (ωB97M-V/def2-TZVPD) on a structure of composition C30H43F5P2Tm in a non-equilibrium geometry.

```
81
Properties=species:S:1:pos:R:3:mulliken_charge:R:1
Tm -0.1248 -0.1388 0.4843 0.09
C -0.6050 -2.3205 2.2902 0.74
C 0.7481 -2.5058 1.8786 0.83
C 0.7394 -0.9819 3.6182 0.97
C -0.6009 -1.3280 3.3278 0.56
C 1.5577 -1.6474 2.6743 0.66
C -1.7536 -3.2036 1.9636 -1.62
H -1.7134 -3.6485 0.9636 0.35
H -2.7152 -2.6777 2.0042 0.27
H -1.8134 -4.0389 2.6816 0.38
C -1.7582 -0.9518 4.1490 -1.96
H -2.7057 -1.0569 3.6285 0.37
H -1.7072 0.0887 4.4604 0.38
H -1.8402 -1.5423 5.0650 0.31
C 1.2529 -0.3364 4.8448 -1.93
H 1.7268 -1.0845 5.4942 0.38
H 0.4417 0.1280 5.4084 0.45
H 2.0016 0.4253 4.6271 0.30
C 3.0315 -1.6256 2.6900 -1.78
H 3.4555 -2.3017 3.4457 0.40
H 3.4493 -0.6403 2.9206 0.37
H 3.4927 -1.9145 1.7433 0.29
C 1.2897 -3.5833 1.0379 -1.97
H 1.8341 -4.3296 1.6164 0.34
H 1.9794 -3.2186 0.2835 0.28
H 0.5162 -4.1200 0.5125 0.62
C -1.5014 0.8629 -3.5358 0.43
C -1.5442 -0.5140 -3.3823 -0.11
C -0.8423 -1.3423 -4.4924 -0.81
C 0.6845 -1.1997 -4.4064 -1.50
C 1.2643 -0.5878 -3.1847 -0.26
C 1.6148 0.7130 -3.1820 -0.66
C 0.8721 1.8362 -3.8691 -0.68
C -0.5538 1.5587 -4.4413 -1.36
H -1.1279 -1.0382 -5.5241 0.48
H 1.0401 -0.6475 -5.2813 0.46
H -1.1604 -2.3936 -4.3676 0.36
H -0.4703 1.0990 -5.4530 0.39
H -2.2596 1.4892 -3.0507 0.79
H -2.4893 -1.0413 -3.0318 -0.25
H -0.9591 2.5691 -4.6148 0.48
H 0.8296 2.7578 -3.2494 0.33
H 2.5457 1.0554 -2.7242 0.82
H 1.4820 2.0865 -4.7482 0.60
H 1.0923 -2.2023 -4.4860 0.41
H 1.5369 -1.2441 -2.3559 0.71
P -2.0353 -1.0682 -1.3190 0.94
P 2.5387 1.0493 0.2328 1.15
C -0.2552 1.1920 -1.1941 2.19
C 0.8645 1.9541 -0.7276 -2.09
H -1.1552 1.7629 -1.3458 0.61
H -0.1085 0.3257 -1.8961 -2.45
H 1.3520 2.3217 -1.6364 0.40
H 0.5008 2.7667 -0.0787 0.72
C 3.2475 2.6001 0.8079 -1.40
H 3.9786 2.3126 1.5744 0.47
H 2.4608 3.1905 1.2967 0.35
H 3.7402 3.1927 0.0225 0.38
C 3.8705 0.3193 -0.7905 -1.43
H 4.4388 1.0200 -1.4250 0.43
H 3.4813 -0.4949 -1.4208 0.36
H 4.5564 -0.1527 -0.0650 0.47
C -3.8379 -0.7146 -1.1193 -1.05
H -4.2493 -1.4414 -0.4133 0.39
H -4.3284 -0.7414 -2.1078 0.57
H -3.9476 0.2987 -0.7035 0.20
C -1.0813 -2.6249 -1.6618 -0.53
H -0.6200 -3.0909 -0.7780 -0.49
H -0.2578 -2.3833 -2.3799 0.15
H -1.8539 -3.2718 -2.1157 0.51
F 0.4750 2.1294 3.1849 -0.36
C -0.7682 2.4916 2.7099 0.07
C -1.2389 1.8986 1.5320 0.62
C -2.3024 2.6092 0.9847 -0.26
F -2.8676 2.1888 -0.2006 -0.48
C -2.8888 3.7573 1.5410 -0.01
F -3.8816 4.3925 0.8865 -0.30
C -2.4852 4.2246 2.7921 0.79
F -3.1672 5.2333 3.3890 -0.28
C -1.4128 3.5580 3.3791 0.01
F -0.9952 3.9322 4.6123 -0.32
```

Values from the calculation:
⟨S²⟩: 2.190
Total charge: +1
Orbital gap (alpha / beta), eV: 4.5 / 4.8
F_max, eV Å⁻¹: 5.19
2S+1: 3
LUMO level (alpha / beta), eV: -4.850 / -4.536

---

ORCA calculation (ωB97M-V/def2-TZVPD) on a structure of composition C30H43N2O7P2RuSi.

```
86
Properties=species:S:1:pos:R:3:mulliken_charge:R:1
Ru 0.2780 0.2160 0.2190 0.75
C -1.9199 -3.0842 -3.2384 -1.86
C -2.1319 -1.6977 -2.6451 1.12
O -3.2359 -1.0678 -3.3172 -0.65
P -0.7434 -0.5774 -3.0113 0.53
O 0.6256 -1.3677 -2.8985 -0.55
O -0.8329 -0.3767 -4.5929 -0.63
O -0.7465 0.6542 -2.1926 -0.37
P -2.4024 -1.8479 -0.8094 1.10
O -3.5572 -0.7063 -0.6594 -0.82
O -2.9075 -3.1700 -0.4097 -0.86
O -1.1403 -1.3147 -0.1422 -0.89
H -1.7502 -3.0149 -4.3142 0.43
H -2.8094 -3.6827 -3.0527 0.41
H -1.0743 -3.5819 -2.7637 0.36
H -3.7742 -0.6346 -2.6373 0.43
H 0.8751 -1.8712 -3.6836 0.33
H -1.7309 -0.1449 -4.8763 0.38
H -4.2070 -0.9698 0.0097 0.22
C 0.1972 -0.0153 2.4153 -1.23
Si -0.9549 1.2825 3.0100 -0.32
C -0.6702 2.7528 1.8322 -1.29
N -0.7133 2.3774 0.3945 2.10
C -2.1460 2.1570 -0.0229 -0.15
C -2.5905 3.0648 -1.1585 -0.83
C -2.3220 4.5224 -0.7958 -0.85
C -0.8257 4.7333 -0.4904 -0.90
C -0.0710 3.4074 -0.4534 -1.24
C -0.6240 2.0082 4.7134 0.60
C -1.5273 1.8804 5.7705 -0.40
C -1.2474 2.4115 7.0232 -0.68
C -0.0531 3.0808 7.2443 -0.46
C 0.8638 3.2127 6.2100 -0.72
C 0.5784 2.6798 4.9615 -0.31
C -2.7312 0.6747 2.9330 0.51
C -3.8049 1.5392 3.1703 0.18
C -5.1173 1.1025 3.0838 -0.91
C -5.3875 -0.2238 2.7639 -0.29
C -4.3387 -1.1029 2.5352 -1.00
C -3.0245 -0.6531 2.6157 -0.29
H -0.1036 -1.0356 2.6549 0.64
H 1.2310 0.1309 2.7436 0.60
H 0.3374 3.1182 2.0599 0.89
H -1.3523 3.5891 2.0330 0.44
H -2.7785 2.3587 0.8423 0.43
H -2.3014 1.1165 -0.2916 -0.73
H -3.6572 2.8943 -1.3182 0.56
H -2.0829 2.7868 -2.0831 0.33
H -2.9209 4.7738 0.0843 0.26
H -2.6495 5.1876 -1.5952 0.51
H -0.6929 5.2664 0.4524 0.27
H -0.3551 5.3490 -1.2594 0.50
H 0.9460 3.5638 -0.0901 0.14
H 0.0026 2.9932 -1.4597 0.54
H -2.4631 1.3561 5.6157 0.33
H -1.9626 2.2999 7.8285 0.40
H 0.1657 3.4953 8.2200 0.36
H 1.8015 3.7272 6.3780 0.41
H 1.3151 2.7820 4.1705 0.31
H -3.6130 2.5772 3.4268 0.47
H -5.9318 1.7916 3.2690 0.43
H -6.4116 -0.5699 2.7022 0.41
H -4.5348 -2.1401 2.2896 0.48
H -2.2241 -1.3520 2.4077 0.13
C 3.2548 2.2357 1.1985 -1.18
N 3.5981 2.6418 -0.1508 0.17
C 5.0404 2.7721 -0.2847 -1.01
C 3.0058 1.7962 -1.1931 -0.63
C 3.2036 0.3062 -1.0204 2.11
C 4.3819 -0.3068 -1.4362 -0.49
C 4.5885 -1.6635 -1.2199 -0.73
C 3.6134 -2.4190 -0.5870 -0.78
C 2.4258 -1.8188 -0.1900 -0.15
C 2.2002 -0.4576 -0.4098 -0.81
H 3.6011 2.9998 1.8970 0.62
H 3.6898 1.2674 1.4900 0.40
H 2.1693 2.1463 1.2965 -0.06
H 5.3981 3.5362 0.4073 0.32
H 5.2913 3.0855 -1.2988 0.34
H 5.5786 1.8381 -0.0631 0.38
H 3.4195 2.1364 -2.1452 0.80
H 1.9304 1.9920 -1.2235 -1.11
H 5.1416 0.2794 -1.9420 0.48
H 5.5103 -2.1284 -1.5467 0.37
H 3.7711 -3.4769 -0.4153 0.44
H 1.6578 -2.4288 0.2767 0.46
```

Values from the calculation:
⟨S²⟩: 8.758
Orbital gap (alpha / beta), eV: 7.4 / 7.7
F_max, eV Å⁻¹: 0.26
2S+1: 6
LUMO level (alpha / beta), eV: 0.456 / -0.817

---

ORCA calculation (ωB97M-V/def2-TZVPD) on a cluster of 9 separate species, C30H43N9O23P in total in a non-equilibrium geometry.

```
106
Properties=species:S:1:pos:R:3:mulliken_charge:R:1
C 2.3489 5.7089 -1.2825 -1.07
C 2.9343 4.8103 -2.1198 -0.06
C 2.8369 3.3066 -1.9966 -0.65
C 1.5404 2.6354 -2.4298 0.79
C 0.9367 2.9356 -3.6683 0.31
C 1.5823 3.9291 -4.6288 -0.43
O 1.3033 5.1158 -4.3876 -0.67
O 2.2777 3.4451 -5.5468 -0.80
C -0.2500 2.3171 -4.0862 0.67
C -0.8471 2.6615 -5.4357 -1.97
C -1.7623 3.8707 -5.3427 0.64
C -1.3726 5.1239 -5.8070 -0.37
C -2.2330 6.2070 -5.6797 -0.86
C -3.4896 6.0583 -5.1089 -0.49
C -3.9006 4.8133 -4.6339 0.67
C -5.2445 4.6097 -3.9854 -1.47
C -3.0297 3.7347 -4.7748 -0.24
C -0.8715 1.3592 -3.2801 -0.19
N -2.0629 0.7020 -3.7266 -0.23
C -0.2957 1.0562 -2.0377 0.40
C 0.9103 1.6740 -1.6304 0.47
C 1.4612 1.2317 -0.3209 0.18
O 2.6309 1.0530 -0.0581 -0.62
C 0.4210 0.9362 0.7222 0.85
P 0.7086 1.3073 2.4474 0.82
O 0.9636 2.7329 2.6811 -0.74
O 1.8759 0.3452 2.9612 -0.40
O -0.5351 0.7708 3.3004 -0.49
C -0.7212 0.3753 0.3288 -0.46
C -0.9243 0.0944 -1.1212 -0.48
O -1.5590 -0.8992 -1.4410 -0.66
H 2.9612 6.3905 -0.7017 0.16
H 1.2759 5.8617 -1.1972 0.27
H 3.5651 5.1868 -2.9231 0.51
H 3.6720 2.8091 -2.4873 0.44
H 2.9458 3.1045 -0.9437 0.11
H -1.4526 1.8293 -5.7844 0.51
H -0.0385 2.8650 -6.1332 0.68
H -0.3948 5.2512 -6.2481 0.38
H -1.9174 7.1856 -6.0174 0.37
H -4.1662 6.8983 -4.9995 0.39
H -6.0299 5.1956 -4.4591 0.39
H -5.5084 3.5532 -4.0171 0.35
H -5.1924 4.8801 -2.9283 0.28
H -3.3525 2.7588 -4.4327 0.34
H -1.8301 -0.2407 -4.0211 0.27
H -2.6953 0.5671 -2.9471 0.28
H 1.7837 0.2194 3.9158 0.26
H -1.3555 1.1964 3.0251 0.32
H -1.5156 0.0834 0.9992 0.33
C 6.1423 8.1820 -1.1448 -0.71
N 4.7470 8.1573 -1.6666 0.85
O 3.9007 8.7625 -1.0385 -0.52
O 4.5674 7.5238 -2.6797 -0.46
H 6.1580 8.7777 -0.2400 0.28
H 6.4294 7.1526 -0.9452 0.27
H 6.7681 8.6168 -1.9181 0.28
C -2.2629 -3.4150 1.3826 -0.68
N -1.9178 -2.6073 2.5857 0.94
O -1.4682 -3.1830 3.5560 -0.58
O -2.1088 -1.4119 2.5135 -0.51
H -2.0411 -4.4575 1.5897 0.31
H -3.3220 -3.2673 1.1914 0.29
H -1.6718 -3.0325 0.5536 0.24
C -4.3302 -7.0718 3.2349 -0.71
N -3.9655 -6.4640 1.9287 0.93
O -4.8552 -6.0881 1.1961 -0.54
O -2.7784 -6.3769 1.6805 -0.58
H -5.4099 -7.0787 3.3212 0.31
H -3.9277 -8.0782 3.2520 0.27
H -3.8773 -6.4617 4.0113 0.30
C 5.3653 2.6568 1.5349 -0.73
N 5.6589 3.8425 0.6861 0.91
O 6.4651 4.6702 1.0755 -0.62
O 5.0485 3.8867 -0.3560 -0.47
H 5.9586 2.7148 2.4399 0.30
H 4.2999 2.6808 1.7529 0.24
H 5.6170 1.7841 0.9518 0.34
C -0.9861 -8.8973 5.9364 -0.71
N -2.4227 -8.9478 5.5532 0.95
O -3.2351 -8.4613 6.3119 -0.54
O -2.6955 -9.4760 4.4936 -0.56
H -0.9020 -8.3975 6.8918 0.27
H -0.6297 -9.9222 5.9906 0.29
H -0.4604 -8.3500 5.1597 0.30
C -1.1158 -10.5527 9.9027 -0.72
N -0.0079 -9.8941 9.1565 0.86
O -0.0732 -8.6928 8.9918 -0.53
O 0.8863 -10.6074 8.7568 -0.51
H -1.8325 -9.7926 10.1885 0.31
H -1.5606 -11.2879 9.2391 0.28
H -0.6787 -11.0342 10.7718 0.29
C -4.7884 -2.3302 -3.5287 -0.71
N -4.1670 -1.8120 -4.7789 0.93
O -4.8998 -1.4452 -5.6714 -0.55
O -2.9560 -1.7945 -4.8036 -0.56
H -5.8652 -2.2874 -3.6398 0.32
H -4.4419 -3.3500 -3.3942 0.29
H -4.4451 -1.7000 -2.7131 0.24
C 4.7817 -1.7851 2.3017 -0.56
N 6.1496 -1.2917 1.9869 0.92
O 6.2928 -0.0953 1.8402 -0.54
O 7.0295 -2.1203 1.8893 -0.57
H 4.1125 -0.9357 2.3446 0.12
H 4.4963 -2.4684 1.5079 0.29
H 4.8380 -2.3024 3.2552 0.29
```

Values from the calculation:
Total charge: -1
Orbital gap, eV: 4.5
F_max, eV Å⁻¹: 2.01
2S+1: 1
LUMO level, eV: 0.417

---

ORCA calculation (ωB97M-V/def2-TZVPD) on a structure of composition C30H44B2BrN6O2Sn.

```
86
Properties=species:S:1:pos:R:3:mulliken_charge:R:1
Sn -0.2273 0.0609 -1.0511 -0.19
C 4.7689 -1.3957 -3.7070 -1.24
C 4.6871 -0.0537 -2.9722 0.54
C 3.4995 0.7594 -3.4762 -1.12
C 4.6156 -0.2877 -1.4892 0.05
C 5.6648 -0.6209 -0.6062 -1.41
C 5.0398 -0.7951 0.6076 -0.28
N 3.7212 -0.5815 0.4315 0.06
N 3.4561 -0.2671 -0.8514 0.24
B 2.6177 -0.7364 1.4790 0.12
N 1.7536 0.5828 1.5173 0.96
C 1.9431 1.4780 2.4945 -0.87
C 1.4825 2.7097 2.0826 -1.24
C 1.0236 2.4933 0.7790 0.02
N 1.1607 1.1985 0.4621 0.43
C 0.5304 3.5145 -0.2144 2.68
C 1.2907 3.3886 -1.5350 -1.48
C 0.6690 4.9323 0.3356 -2.26
N 1.8317 -2.0384 1.2863 0.71
C 1.4065 -2.8465 2.2781 -0.60
C 0.8639 -3.9746 1.7109 -1.14
C 1.0181 -3.7684 0.3220 0.04
N 1.5959 -2.5995 0.0861 -0.52
C 0.6916 -4.7033 -0.8144 1.01
C 0.6070 -3.9529 -2.1410 -0.84
C -0.5835 -5.4975 -0.5434 -1.29
H 4.8670 -1.2472 -4.7858 0.40
H 3.8604 -1.9715 -3.5181 0.10
H 5.6178 -1.9867 -3.3593 0.39
H 5.6090 0.5034 -3.1780 0.30
H 2.5624 0.2502 -3.2460 0.08
H 3.5685 0.9019 -4.5578 0.49
H 3.4598 1.7382 -2.9967 0.13
H 6.7167 -0.7116 -0.8242 0.44
H 5.4292 -1.0552 1.5784 0.50
H 3.1248 -0.7843 2.5745 -0.29
H 2.4426 1.1823 3.4007 0.53
H 1.5255 3.6315 2.6337 0.55
H -0.5323 3.3372 -0.3833 -1.16
H 2.3681 3.4259 -1.3589 0.37
H 1.0175 4.2101 -2.2021 0.50
H 1.0844 2.4550 -2.0571 0.13
H 1.7119 5.1750 0.5539 0.46
H 0.0868 5.0717 1.2485 0.39
H 0.3009 5.6496 -0.3999 0.46
H 1.5234 -2.5565 3.3099 0.50
H 0.4231 -4.8142 2.2223 0.36
H 1.5161 -5.4242 -0.8892 0.20
H -0.2112 -3.2300 -2.1200 0.03
H 0.4351 -4.6513 -2.9643 0.47
H 1.5198 -3.3907 -2.3307 -0.03
H -1.4346 -4.8239 -0.4358 0.14
H -0.5048 -6.0824 0.3753 0.33
H -0.7886 -6.1882 -1.3648 0.44
C -5.4637 2.2291 -0.8447 -2.02
C -4.3001 1.6227 -0.0812 1.79
C -4.7391 0.3535 0.6378 -1.56
O -3.2716 1.2470 -1.0223 -0.62
B -2.0374 1.3928 -0.3990 0.16
O -2.1928 2.1205 0.7785 -0.04
C -3.5441 2.6084 0.8518 1.62
C -3.9885 2.5856 2.3031 -1.91
C -3.5344 4.0405 0.3247 -2.06
H -5.9241 1.4609 -1.4673 0.47
H -5.1363 3.0410 -1.4918 0.38
H -6.2219 2.6098 -0.1558 0.31
H -5.0627 -0.3747 -0.1072 0.50
H -5.5676 0.5449 1.3226 0.34
H -3.9122 -0.0869 1.1968 -0.04
H -3.8403 1.5996 2.7395 0.32
H -5.0428 2.8599 2.3918 0.34
H -3.3972 3.3030 2.8739 0.47
H -3.2166 4.0664 -0.7189 0.36
H -2.8234 4.6223 0.9137 0.43
H -4.5172 4.5097 0.4034 0.37
Br -3.9297 -3.5091 3.5961 -0.24
C -2.8497 -2.5453 2.3504 -0.37
C -1.9923 -1.5607 2.8123 -0.61
C -1.2175 -0.8618 1.8972 0.78
C -1.2637 -1.1298 0.5260 0.20
C -2.1426 -2.1299 0.1120 -0.49
C -2.9407 -2.8396 1.0046 -0.57
H -1.9354 -1.3393 3.8707 0.48
H -0.5768 -0.0712 2.2719 -0.26
H -2.2274 -2.3721 -0.9449 0.35
H -3.6178 -3.6101 0.6578 0.54
```

Values from the calculation:
Total charge: -1
Orbital gap, eV: 6.7
F_max, eV Å⁻¹: 0.22
2S+1: 1
LUMO level, eV: 2.504

---

ORCA calculation (ωB97M-V/def2-TZVPD) on a cluster of 2 separate species, C30H44Br2F6N4O4P in total in a non-equilibrium geometry.

```
91
Properties=species:S:1:pos:R:3:mulliken_charge:R:1
C -2.5138 1.8818 -1.5003 -0.31
N -2.5256 1.2207 -0.1419 -0.25
C -1.9697 2.1560 0.8921 -0.90
C -0.4808 1.7233 1.3722 0.28
N 0.0394 0.5412 0.7738 0.25
C 1.3749 0.2435 1.2077 -0.31
C 2.0601 -1.0451 0.5913 0.29
C 1.1778 -1.9170 -0.4276 0.35
C 0.3962 -3.0167 0.4882 -0.58
C 0.0933 -4.3817 -0.3167 -0.67
C -1.5288 -4.5880 -0.3329 -1.03
C -2.0714 -3.6665 -1.5355 0.59
C -3.6613 -3.4408 -1.4381 -0.94
C -3.9895 -1.9544 -2.0300 0.06
C -3.9066 -2.0911 -3.6433 -0.81
C -3.3339 -0.7670 -4.3715 0.24
C -1.8716 -0.9499 -5.0181 -1.02
C -0.7703 -0.2947 -4.0050 0.42
C 0.7188 -0.6885 -4.4520 -0.68
O 1.1988 -1.9394 -3.8541 -0.27
C 2.6460 -1.8426 -3.7824 -0.68
C 3.4934 -1.4802 0.9713 0.29
C 4.2465 -2.7720 0.4384 0.80
F 4.0752 -3.0481 -0.9382 -0.17
F 3.9883 -3.9248 1.2655 -0.28
F 5.6608 -2.5222 0.6113 -0.31
C 4.2971 -0.5939 2.0204 -1.02
C 3.6036 0.6498 2.6116 0.38
P 4.5500 1.6823 3.9186 0.22
N 5.7515 0.5598 4.6360 -0.69
O 5.3454 3.0153 3.1627 -0.52
C 2.1322 1.1199 2.2254 -0.22
N 1.6422 2.2918 2.8925 -0.29
C 0.3234 2.5507 2.4182 -0.01
C -0.3908 3.8602 3.0542 -0.73
C -0.6663 3.7160 4.6390 -0.75
C -1.3088 2.3179 5.0811 0.17
F -2.1856 1.7220 4.1205 -0.32
Br 0.0820 0.9235 5.4905 0.00
C -2.1937 2.4802 6.4477 0.60
F -3.0494 1.3312 6.6368 -0.23
F -3.1026 3.5990 6.3612 -0.23
Br -1.0235 2.6021 8.0568 -0.11
H -3.4055 1.4114 -2.0762 0.15
H -1.5285 1.6183 -2.0235 -0.20
H -2.7295 3.0044 -1.4596 0.44
H -3.5410 1.1590 0.0826 0.32
H -1.8401 3.2189 0.4499 0.09
H -2.7047 2.2533 1.7600 0.31
H 1.7763 -2.3780 -1.2812 0.22
H 0.3384 -1.2964 -0.9275 -0.63
H 0.9994 -3.2004 1.4518 0.52
H -0.6094 -2.5164 0.7697 0.28
H 0.4878 -5.2615 0.3262 0.33
H 0.5301 -4.4063 -1.3746 0.32
H -1.8125 -5.6975 -0.4256 0.36
H -1.9259 -4.2184 0.6750 0.38
H -1.7191 -4.1549 -2.5090 0.25
H -1.5898 -2.6135 -1.4861 -0.48
H -4.0883 -3.5939 -0.3858 0.39
H -4.1530 -4.2101 -2.1535 0.26
H -5.0542 -1.7136 -1.6599 0.40
H -3.2839 -1.1591 -1.6051 -0.19
H -4.9739 -2.2743 -4.0114 0.28
H -3.2196 -2.9665 -3.9476 0.36
H -4.1124 -0.3579 -5.1109 0.50
H -3.2286 0.0406 -3.5517 -0.48
H -1.8193 -0.3279 -5.9744 0.36
H -1.6497 -2.0546 -5.2097 0.31
H -1.0174 -0.5519 -2.9197 -0.35
H -0.8758 0.8515 -4.1292 0.33
H 1.4441 0.1304 -4.0900 0.44
H 0.7511 -0.8219 -5.5897 0.22
H 3.0550 -2.9266 -3.7567 0.19
H 2.9969 -1.3030 -2.8342 0.26
H 3.0718 -1.3683 -4.7389 0.37
H 5.3438 -0.8401 2.3892 0.46
H 6.0739 1.0447 5.4959 0.33
H 5.2254 -0.2590 4.9805 0.26
H 5.6847 2.7345 2.2736 0.32
H 0.4096 4.6924 2.9571 0.42
H -1.2859 4.2193 2.4488 0.37
H -1.2395 4.6206 5.0643 0.40
H 0.3772 3.7648 5.1395 0.39
C 1.8144 4.8509 -0.7199 -0.99
C 0.3879 4.3451 -0.9179 0.71
O -0.5236 5.1302 -0.5459 -0.75
O 0.2970 3.2006 -1.4289 -0.59
H 1.8242 5.8480 -0.2726 0.31
H 2.3613 4.1704 -0.0612 0.09
H 2.3280 4.8990 -1.6837 0.32
```

Values from the calculation:
Total charge: -1
Orbital gap, eV: 6.2
F_max, eV Å⁻¹: 6.30
2S+1: 1
LUMO level, eV: 1.288